Record 1
Density functional theory data (ωB97M-V with the def2-TZVPD basis set) for 2 unconnected molecules or ions with the total composition C4H11NO at a distorted geometry.

```
! wB97M-V def2-TZVPD RIJCOSX def2/J DEFGRID3
* xyz 0 1
C -1.129 -0.810 0.345
C -3.166 0.305 0.000
C 3.128 0.967 0.323
C -2.234 -0.808 -0.438
N 1.697 -0.734 -0.279
O 2.340 -0.183 0.798
H -0.651 0.034 0.793
H 2.387 -0.736 -0.868
H -0.452 -1.727 0.284
H -3.428 0.159 1.060
H -4.089 0.416 -0.522
H -2.548 1.138 -0.200
H 2.650 1.161 -0.674
H 4.206 0.738 0.101
H 2.960 1.776 1.048
H -2.667 -1.575 -1.121
H 0.997 -0.121 -0.649
*
```

SMILES   C=CC.CON
Orbital gap   10.1 eV
E_HOMO   -0.33423 Eh


Record 2
Density functional theory data (ωB97M-V with the def2-TZVPD basis set) for a molecular structure, C4H12N4 at a distorted geometry.

```
! wB97M-V def2-TZVPD RIJCOSX def2/J DEFGRID3
* xyz 0 1
C 2.329 -1.204 -0.295
C 1.787 0.870 0.559
C -0.863 -0.254 -0.146
C -1.043 1.231 -0.529
H 2.145 -2.414 -0.535
H 2.997 -0.669 -1.280
H 2.956 -1.135 0.908
H 2.313 0.561 1.735
H 0.935 1.606 0.332
H 2.519 1.438 -0.023
H -1.699 1.827 0.146
H -1.308 1.264 -1.759
H 0.104 1.771 -0.537
H -2.149 -1.790 0.693
H -4.041 -0.665 -0.363
H -3.364 -0.051 1.243
N 1.377 -0.128 -0.314
N 0.221 -0.941 0.125
N -2.021 -1.101 -0.181
N -3.195 -0.215 0.221
*
```

Orbital gap   9.2 eV
E_HOMO   -0.30801 Eh


Record 3
Density functional theory data (ωB97M-V with the def2-TZVPD basis set) for a gas-phase ion, C2H8O3PS (charge +1) at a distorted geometry.

```
! wB97M-V def2-TZVPD RIJCOSX def2/J DEFGRID3
* xyz 1 1
C -1.806 1.064 0.002
C 2.518 0.175 -0.303
O -0.652 -2.630 0.564
O 0.348 -1.525 -1.464
O -1.611 -0.335 0.117
P -0.218 -1.214 0.036
S 1.269 -0.163 1.072
H -1.973 1.437 -1.057
H -0.925 1.728 0.312
H -2.725 1.135 0.536
H 2.882 1.141 -0.250
H 2.066 -0.042 -1.274
H 3.303 -0.498 -0.052
H -0.711 -2.544 1.583
H -0.301 -2.056 -1.944
*
```

Orbital gap   10.9 eV
E_HOMO   -0.54120 Eh


Record 4
Density functional theory data (ωB97M-V with the def2-TZVPD basis set) for 2 unconnected molecules or ions with the total composition C4H12OS2 at a distorted geometry.

```
! wB97M-V def2-TZVPD RIJCOSX def2/J DEFGRID3
* xyz -1 2
C -0.305 -1.425 1.705
C -1.195 -2.397 0.910
S -1.655 -1.846 -0.757
S 0.285 -1.311 -1.502
C 0.063 0.515 -1.541
C 1.368 1.179 -1.922
H -0.354 -1.666 2.774
H 0.712 -1.671 1.411
H -0.558 -0.376 1.599
H -0.756 -3.399 0.849
H -2.167 -2.571 1.374
H -0.354 0.803 -0.569
H -0.739 0.756 -2.246
H 1.206 2.247 -2.143
H 2.141 1.061 -1.171
H 1.636 0.765 -2.898
H 0.395 3.500 0.711
H 0.208 2.456 1.837
O 0.068 3.378 1.579
*
```

Orbital gap (spin up / spin down)   3.1 / 7.3 eV
E_HOMO (spin up / spin down)   0.01611 / -0.14289 Eh


DFT total energy: -288.824414 -378.317389 -1046.060124 -1031.184205 (Ha)
Energy above the lowest of the compared OMol25 structures with the same formula, charge and spin: 5.241 8.731 0.000 0.354 (eV)